1.
126
Properties=species:S:1:pos:R:3 method="wB97M-V/def2-TZVPD" orbital_gap_ev=8.55 lumo_ev=0.327
H -5.2877 0.9212 -0.5375
C 1.1442 2.0338 -1.6652
C 3.2738 -1.0267 1.2415
C -1.6981 0.1259 -1.7346
H -5.0816 7.6010 0.2306
H 2.5858 -1.8594 1.6484
H 9.7556 2.7633 0.9392
C 0.3929 -1.1320 -1.0916
N -1.0596 -1.0403 -1.1395
H -2.2578 3.2612 -2.0366
H 3.6093 0.9710 2.3827
C -2.6965 -3.5107 4.2479
H 3.6604 -0.5422 3.4837
O -3.3221 7.6907 -0.8691
O -5.2031 -2.8343 -1.1894
H -1.1259 -4.4166 6.3658
H -6.1955 8.1703 -2.2179
C -3.4975 1.7693 0.6737
Cl 2.5673 -3.2669 -1.1965
H 3.4538 1.7227 -1.8252
H 5.7828 -0.1997 1.1000
C -4.4265 -0.2618 2.8635
H -5.4718 -5.6049 -1.5240
O -2.7738 -2.7871 3.2965
H 2.5336 1.0612 -3.2675
H 8.5061 3.9947 0.6494
C 2.1794 4.0156 -0.3316
C 0.5293 -2.2625 -3.5948
C 0.2865 -6.8604 -5.3804
O -3.5479 -3.4789 5.3090
H 6.0959 -0.8960 2.8360
C 0.3860 -3.3646 0.4486
C -3.1294 7.5626 -2.2106
H 2.5937 3.1134 0.2574
C -0.4329 1.8565 2.9590
C -3.1771 0.6424 3.1155
O -6.3576 -2.6299 0.7468
C 7.3910 2.9386 2.9756
C 2.0487 -7.9471 -6.2335
H -6.1257 -0.8633 1.2995
H 4.1873 -1.6173 0.8396
O 0.8665 1.3708 -0.4811
O 2.7502 -8.8441 -6.6042
H -0.8598 3.2234 -0.2218
N -1.5139 2.4945 2.1829
H -0.9299 4.0941 -3.1065
H -1.7868 -3.7639 0.6972
H 1.9168 4.8237 0.4293
H -3.8789 -5.7242 -0.7423
C 5.5499 -0.0999 2.2301
C 2.7021 -0.1808 0.0271
H -1.3912 -2.0356 1.1830
C 0.9471 -1.0892 -2.6340
O 7.9103 2.4217 1.8286
C -1.5283 4.1530 -2.1373
O 0.7074 -8.0557 -6.0243
H -4.7929 -1.0352 3.6139
C -5.2215 -0.1834 1.5189
H 2.1022 -1.0215 -2.6768
C -4.7400 0.8479 0.4640
C -4.6808 8.0587 -0.6751
C -1.8504 -4.9477 5.7416
H -3.1316 2.5244 -0.1089
C 8.9282 3.3114 1.3921
H -1.5737 1.1206 -1.1594
O -1.7443 -4.4706 4.4074
O -0.5240 1.9227 4.2278
C 3.9299 -0.1349 2.4477
H 3.2207 -0.5694 -0.9336
C -5.3485 7.5517 -1.9174
H 1.5167 -5.1190 -5.0126
C -4.2743 -3.8031 -1.6581
C -2.7121 1.6370 2.0309
C 1.1276 0.0150 -0.1653
C -0.9783 -3.0854 1.1702
H 1.1041 -5.3703 -6.7241
O 6.4035 2.5270 3.5163
H -4.7423 9.1467 -0.5805
Cl 1.2148 -4.9281 1.0023
C 0.8650 1.1424 2.2983
C 0.4502 -0.0618 1.3265
H 10.1154 3.4813 3.1976
H 0.6247 -1.0351 1.8687
F -1.7359 -2.1424 -1.5861
H 2.7138 2.8669 -3.0490
H -0.6946 0.0255 1.1697
O 8.1366 3.9827 3.4285
H 1.6159 1.8900 1.8834
C -3.2678 -4.6227 6.1046
C 1.0065 3.6413 -1.3619
H 5.8951 0.9687 2.5117
O -5.2958 -4.5646 0.2390
H -0.8921 -3.4457 2.2598
H 3.1392 0.8872 0.1457
H -2.0882 5.1455 -1.9838
O -4.3104 7.6100 -2.8857
H 9.6508 5.0395 2.4778
Br 0.6417 -1.8229 -5.5673
H -2.6549 0.5176 4.1180
C -4.7123 -5.0547 -0.9607
H -3.3856 -4.3964 7.1653
O -2.0574 7.4258 -2.7318
H -2.8412 -0.0612 -1.7167
C 1.3389 -5.8727 -5.7811
C 2.5210 1.8890 -2.4618
H 1.2185 4.2399 -2.3298
C 9.3281 4.0125 2.6548
H -5.6830 6.5148 -1.8194
H 0.6159 -0.1253 -3.1830
H -1.8322 3.2827 2.7877
C -5.6822 -3.2824 0.0013
H -3.2658 -3.4943 -1.3703
H -1.6422 -6.0175 5.7896
H -0.7095 -6.5680 -5.7162
C 0.9825 -2.5501 -0.5411
H -3.9638 -5.4216 5.8324
H 0.2614 -7.0305 -4.3001
H -4.3207 -3.8928 -2.7445
O 0.1609 -3.4197 -3.3587
O 2.4890 -6.6867 -5.9680
C -0.4682 4.0590 -0.8923
H 1.3926 0.6554 3.2057
H -0.3805 5.0649 -0.3470
H 3.0863 4.4202 -0.9261
H 0.3066 1.8623 -2.4551
H -1.4620 0.3491 -2.8412

=====

2.
49
Properties=species:S:1:pos:R:3 method="wB97M-V/def2-TZVPD" orbital_gap_ev=8.08 charge=-1 relative_energy_kcal_mol=17.9 lumo_ev=2.497
H -0.7793 0.3358 -3.3684
H -2.0261 -2.1921 -2.2341
C 0.9258 0.6879 -4.6427
C 3.0102 0.3841 -3.5270
N -2.6943 -0.1360 1.2856
Br -3.0224 2.4962 0.5738
H -0.3398 -2.6277 -2.5377
H 4.0894 0.3400 -3.5018
F 0.6800 2.9653 -1.0491
H -1.5654 -3.9099 -2.3012
Sn 0.0692 0.4053 0.0435
O 4.1796 -0.5452 1.3990
C 2.1965 0.1279 2.4444
H -4.4829 -2.9592 1.1071
C -3.0328 -1.4092 1.4271
C -5.0924 -1.0724 0.2741
C -3.5296 0.6605 0.6532
C 2.1382 0.6625 4.7734
H -0.9092 0.3633 3.3448
F 0.2640 4.8959 0.0771
C 3.0597 -0.2720 -1.1131
H -6.0342 -1.4290 -0.1157
O 4.1780 -0.7252 -1.2494
C 0.1667 0.3999 3.4654
H 2.8353 0.9697 -5.5860
C -4.7347 0.2535 0.0998
C 0.3010 0.3919 -3.4444
C -4.2333 -1.9205 0.9577
O -1.2492 -3.8088 0.2048
H 2.6342 0.8777 5.7090
C 0.7535 0.6627 4.6914
C 2.3132 0.7114 -4.6746
O -0.5200 -1.7393 -0.0850
H 3.9486 0.3277 3.6388
N 0.9712 0.1337 -2.3340
H -5.3552 0.9496 -0.4401
F 2.2367 3.8286 0.3716
C -1.2445 -2.9132 -2.0100
F 0.3401 2.8980 1.1733
C -0.9759 -2.8532 -0.5020
C 3.0271 -0.2056 1.2217
N 2.3768 -0.0504 0.0399
C 2.2939 0.1105 -2.3624
N 0.8749 0.1527 2.3747
H 0.3434 0.8879 -5.5287
C 2.8701 0.3681 3.6395
H 0.1450 0.8665 5.5595
B 0.8998 3.6891 0.1403
H -2.3013 -2.0332 1.9157

=====

3.
20
Properties=species:S:1:pos:R:3 method="wB97M-V/def2-TZVPD" orbital_gap_ev=7.77 charge=+2 lumo_ev=-11.244
C 1.1835 0.5318 -2.2075
H -3.3442 1.0931 1.5225
O 1.0661 1.1641 -3.1625
H 2.7865 -1.2959 -1.2519
O 1.5201 -2.1481 1.9628
H -3.1708 -0.6872 1.2940
C 0.5877 -2.0072 -1.5164
H -2.0912 2.2850 -0.0493
C -2.6347 0.2410 1.5832
H 3.0837 -0.6544 -0.8636
C 1.4669 -1.5344 0.9899
H -0.5570 1.7137 -0.7033
O 0.1149 -2.9076 -2.0564
C 1.9922 1.0254 0.3187
C -1.4573 0.4430 0.6755
H -2.2832 0.1459 2.6318
Ca 1.3218 -0.5003 -0.6077
O -0.5915 -0.4226 0.6373
O 2.3664 1.9548 0.8861
N -1.3599 1.5599 -0.0830

=====

4.
16
Properties=species:S:1:pos:R:3 method="wB97M-V/def2-TZVPD" orbital_gap_ev=7.62 relative_energy_kcal_mol=133.0 lumo_ev=-0.037
H -2.7629 0.1520 0.2149
H 0.7793 -2.2510 -0.4786
C 1.4243 -0.2423 -0.2148
C -1.7572 0.1511 -0.2050
C -0.6128 0.5741 0.6676
H -0.8264 0.9468 1.6705
H 0.3667 1.4886 -0.2801
H -1.7331 0.3774 -1.2733
C -0.8005 -0.8764 0.3246
H 1.7476 2.2955 -0.4421
H 2.2820 -0.1587 -0.8780
H -1.1654 -1.6155 1.0355
H 1.6602 -0.1552 0.8391
H 0.0941 -1.1225 -1.6375
O 1.1411 1.7298 -0.9471
C 0.3631 -1.2331 -0.5789

=====

5.
87
Properties=species:S:1:pos:R:3 method="wB97M-V/def2-TZVPD" orbital_gap_ev="5.21 / 4.59" spin_multiplicity=5 lumo_ev="-0.120 / -2.758"
H -1.4829 2.3921 2.9460
H 6.6162 2.2573 3.1036
C -2.5976 -3.1966 -0.6902
C -0.1387 -0.6782 3.3007
H -1.5992 -2.2238 -3.8092
H -4.2790 -0.5480 -0.2402
C 3.3856 1.3843 2.6744
C -0.8868 4.5602 -0.1859
S 2.6571 -4.8168 -1.8022
H 2.1497 3.3374 0.9799
C -3.8494 1.4537 -0.8988
H -4.9593 -4.6210 -2.6322
S 0.6493 -2.3512 0.2950
C -4.0692 -4.0623 -2.3747
H 5.7022 -1.2883 -0.1121
N 3.4681 0.4874 1.6660
Cl 4.3789 3.8749 0.5992
C -2.1812 -2.7193 -3.0429
P -0.2413 0.6425 0.8081
C 5.9087 0.7652 1.7462
H -0.1355 -1.8150 5.1474
N 3.7019 -2.4795 -1.0335
C -2.3275 -0.0217 2.5203
C -1.8335 -2.5866 -1.7072
H -1.8376 6.1423 0.9452
C 5.7715 1.7043 2.7273
C -3.3072 -3.4639 -3.3681
H 1.0299 -5.4288 -0.0855
O 2.3299 3.0543 -2.1529
C -1.5073 5.1099 0.9275
C 4.7354 0.1115 1.2523
H 2.6376 -6.1490 0.2138
H 0.0433 2.8468 -1.0494
H 2.4342 1.2763 -3.8378
C -3.7228 -3.9339 -1.0249
H -3.9771 -0.5533 3.7736
C -5.3713 3.0735 -0.0147
C 2.9940 -3.4833 -0.7630
H -3.7578 3.5595 -1.3188
H 4.3404 2.6597 4.0505
C -4.5510 0.4924 -0.1845
C -1.7319 4.2890 2.0281
H 2.3755 1.6395 3.0032
H 3.2046 -0.6038 -5.3436
H 0.7934 0.8622 -2.1549
C 1.9272 -2.0329 -4.4098
P -0.5045 -1.5177 -1.1907
C 0.5838 -1.2432 -2.5884
C -2.9169 -0.6284 3.6096
Te -2.1680 0.9300 -2.0326
H 2.3193 4.5851 -0.2810
C -4.2883 2.7628 -0.8317
C 4.4765 1.9581 3.2603
H -2.3147 -3.0615 0.3439
C 1.9106 -5.8997 -0.5489
C 2.6957 3.6404 0.0965
Ir 1.9130 -0.2163 0.3858
H -2.2483 4.6981 2.8911
H -2.5795 -1.7808 5.3762
O 2.7286 1.3512 -0.7659
H -5.7120 4.0975 0.0831
C 0.9924 -2.2861 -3.4248
H -2.9407 0.5120 1.8084
C 2.0547 0.2767 -3.7537
C -0.4536 3.2453 -0.1743
H 1.5921 -6.8147 -1.0402
N 3.6081 -1.3545 -0.1781
C -2.1273 -1.3084 4.5253
C -0.9452 -0.0670 2.3378
H 0.6304 -3.2994 -3.2860
C 1.1038 0.0332 -2.7641
H -6.1358 0.1445 1.2138
C -0.6559 2.4061 0.9213
C -1.3098 2.9643 2.0387
H -4.3286 -4.3659 -0.2505
C -0.7396 -1.3285 4.3831
H -0.7038 5.1795 -1.0601
H 2.2459 -2.8493 -5.0360
H 6.8608 0.4932 1.3078
C 2.4617 -0.7634 -4.5742
C -1.0153 0.0331 -0.6300
C 4.7772 -0.9001 0.2976
H -3.6288 -3.5411 -4.3900
N -6.0223 2.1524 0.6876
H 0.9415 -0.6707 3.1894
C 2.5695 2.6340 -1.0400
C -5.6163 0.8805 0.6124

=====

Asked for strongest force on any atom across the records above, the calculation gives 4.86, 1.17, 15.93, 0.39, 2.69 eV Å⁻¹ in order.